# 1
77
Properties=species:S:1:pos:R:3:forces:R:3 method="wB97M-V/def2-TZVPD" homo_ev="0.34 / -0.22" largest_force_ev_per_a=3.52 energy_ha=-2311.42385 e_lumo_ha="0.17197 / 0.17058" spin_multiplicity=3 total_charge=-2 orbital_gap_ev="4.34 / 4.86"
Au -0.306589 -0.702053 0.513885 0.42 0.15 -0.45
C -1.647159 0.137999 2.242749 -1.21 -0.62 -0.08
C -2.360875 0.162959 0.948708 -0.88 -0.07 1.55
C -3.273178 -0.945438 0.962658 0.24 0.42 0.47
H -2.388734 1.015896 0.272306 -0.05 -0.45 0.13
C -3.088525 -1.673888 2.155916 -0.02 0.88 -0.11
C -2.102713 -1.029554 2.945542 -0.21 0.76 -0.13
H -1.790505 -1.334056 3.943499 0.08 0.03 -0.27
H -1.098608 0.983869 2.655367 -0.05 -0.41 -0.13
H -4.024640 -1.156288 0.204554 0.47 0.00 0.02
H -3.666909 -2.552094 2.441651 0.29 0.07 -0.09
C 1.139891 -2.329597 -0.091897 -0.61 -0.54 0.42
C 0.982869 -2.625151 1.344459 -0.15 -1.08 -0.56
C -0.010267 -3.633721 1.462159 0.85 0.24 0.01
H 1.642098 -2.257943 2.131545 -0.40 -0.08 -0.26
C -0.466170 -3.980359 0.161813 0.61 0.14 -0.46
C 0.200553 -3.190329 -0.787714 0.56 -0.56 0.42
H 0.056482 -3.235866 -1.867588 0.01 0.18 0.42
H 2.005632 -1.835652 -0.533780 -0.40 -0.24 0.12
H -0.348127 -4.098127 2.390852 0.05 0.32 -0.26
H -1.168961 -4.783801 -0.072185 0.03 0.48 0.14
O -1.716791 -1.009949 -1.418733 -0.15 -1.40 -0.68
C -3.704938 -3.704587 -2.404781 1.67 2.94 1.00
C -3.708263 -2.163092 -2.805454 -1.40 -0.58 -0.82
C -4.168806 -3.957367 -0.977586 -0.55 0.09 0.08
C -2.499258 -4.431706 -2.973574 0.02 -0.03 -0.41
C -2.674099 -0.933784 -2.326131 0.70 1.77 -0.54
H -4.735378 -1.742427 -2.608147 0.74 -0.53 0.25
H -3.678896 -2.106143 -3.934964 0.28 -0.24 0.90
H -2.227227 -0.531914 -3.298021 -0.30 -0.78 -0.14
H -3.335588 -0.022627 -2.111004 -0.59 -0.84 0.10
H -4.866348 -4.800895 -0.899817 0.03 -0.21 -0.13
H -4.725741 -3.091931 -0.576569 0.20 -0.25 -0.39
H -3.396443 -4.138694 -0.212062 0.24 0.07 -0.56
H -2.792171 -5.219344 -3.674581 -0.13 -0.12 -0.18
H -1.797552 -4.924234 -2.289505 -0.41 0.20 0.43
H -1.876165 -3.724311 -3.542846 -0.27 -0.14 0.10
C 4.187783 -0.124162 -0.580197 0.45 -0.14 -0.35
Si 2.802722 0.958906 -1.264908 -1.24 0.35 0.99
C 3.568845 2.635719 -1.695535 0.42 -0.03 -0.38
C 1.969268 0.239390 -2.790550 0.50 -0.16 -0.40
Si 1.108452 1.204989 0.354091 0.15 0.27 0.19
Si 2.217338 1.610197 2.394159 -0.58 -0.16 -1.39
C 3.697574 2.763338 2.149452 0.27 0.12 0.44
C 1.063532 2.450862 3.622659 0.21 0.09 0.57
C 2.872882 -0.003009 3.103443 0.22 0.01 0.54
Si -0.004898 3.219407 -0.181295 0.96 -1.19 0.36
C 1.165911 4.685957 0.082920 -0.18 0.45 -0.17
C -0.438626 3.088394 -2.011062 -0.43 0.50 -0.16
C -1.481567 3.565881 0.938606 -0.35 0.40 -0.19
H 5.066625 -0.002925 -1.231936 0.01 -0.12 0.13
H 3.926353 -1.189146 -0.569073 0.03 0.23 0.04
H 4.486163 0.164306 0.436696 -0.15 0.01 -0.24
H 4.373161 2.461572 -2.426671 -0.01 0.18 0.02
H 2.846816 3.324944 -2.151431 0.09 -0.19 0.10
H 4.012980 3.129580 -0.821247 -0.14 -0.14 -0.13
H 1.503035 -0.733759 -2.593127 0.04 0.22 0.10
H 1.185483 0.902064 -3.178746 0.17 -0.12 0.18
H 2.725292 0.106585 -3.579464 -0.16 -0.05 -0.08
H 3.407076 3.757021 1.786309 0.02 -0.22 0.03
H 4.165604 2.886404 3.138351 0.13 0.12 -0.13
H 4.452544 2.349737 1.468704 -0.18 0.04 0.10
H 0.341145 1.741910 4.046503 0.12 0.14 -0.13
H 1.677493 2.838958 4.449961 -0.18 0.01 0.02
H 0.513079 3.296962 3.192174 0.17 -0.21 0.01
H 2.059098 -0.603537 3.531087 0.13 0.13 -0.17
H 3.397835 -0.616974 2.360273 -0.19 0.18 0.09
H 3.584154 0.228192 3.911469 -0.05 -0.14 -0.03
H 2.056462 4.649727 -0.555001 -0.17 -0.04 0.16
H 0.605640 5.600389 -0.165149 0.17 0.07 0.05
H 1.489947 4.766900 1.128924 -0.11 -0.07 -0.19
H -1.173316 2.291827 -2.193672 0.18 0.08 0.12
H -0.877283 4.043233 -2.340201 0.00 -0.15 -0.15
H 0.437977 2.888115 -2.643033 -0.15 0.07 0.30
H -2.388218 3.043676 0.612598 0.20 0.05 0.14
H -1.293218 3.299117 1.985579 -0.01 -0.05 -0.30
H -1.693043 4.645450 0.907621 -0.04 -0.08 0.03

=====

# 2
85
Properties=species:S:1:pos:R:3:forces:R:3 method="wB97M-V/def2-TZVPD" homo_ev=-8.34 largest_force_ev_per_a=0.81 energy_ha=-2216.53836 e_lumo_ha=0.01716 relative_energy_kj_mol=0.0 spin_multiplicity=1 orbital_gap_ev=8.80
C 7.841666 4.264214 -0.472867 -0.18 -0.19 0.11
O 8.929135 3.753110 -1.272112 -0.38 -0.04 -0.12
S 8.365151 3.191104 -2.688033 0.21 -0.17 -0.08
O 9.539088 2.880410 -3.461111 0.16 0.07 0.02
O 7.810824 1.766508 -2.101272 -0.03 0.43 -0.10
C 6.644268 1.264090 -2.783351 -0.56 -0.51 0.29
C 5.374821 1.569804 -1.993729 0.25 0.27 -0.45
C 4.752299 2.942700 -2.170810 -0.08 -0.05 0.59
C 3.834776 3.359334 -1.198844 0.23 0.37 -0.36
C 3.242165 4.606911 -1.304249 -0.27 0.00 0.36
C 3.543896 5.476946 -2.341107 0.09 0.05 -0.48
C 4.441433 5.066060 -3.314821 -0.06 -0.27 0.31
C 5.024746 3.806330 -3.218225 0.30 -0.02 -0.40
H 8.255944 4.573708 0.481088 0.14 0.04 -0.07
H 7.338843 5.099828 -0.961823 0.12 0.05 -0.03
H 7.102735 3.479310 -0.299924 0.04 0.00 0.06
H 6.601480 1.583322 -3.826434 0.12 0.16 0.03
H 6.760001 0.180547 -2.793676 0.20 0.03 -0.06
H 5.646995 1.418852 -0.948354 -0.23 -0.03 0.08
H 4.608712 0.827648 -2.227345 0.08 -0.11 0.02
H 3.599745 2.705997 -0.372856 -0.03 -0.08 -0.03
H 2.521586 4.905697 -0.549531 0.05 0.06 0.00
H 3.102413 6.461588 -2.406815 -0.01 -0.16 0.15
H 4.707953 5.712198 -4.140767 -0.04 0.04 0.00
H 5.733163 3.522357 -3.986853 -0.03 -0.05 0.00
C 2.273638 9.399360 -1.516425 0.08 0.00 -0.04
O 2.950514 8.393890 -1.620947 -0.09 0.25 0.07
N 1.128120 9.471997 -0.813244 -0.08 0.09 0.02
C 0.355492 10.693184 -0.716803 -0.01 -0.18 0.06
C 0.660277 8.276348 -0.131401 0.12 0.00 -0.08
H 2.550813 10.351184 -1.999527 -0.02 0.01 0.01
H 0.270123 11.006555 0.325656 -0.03 0.06 -0.02
H -0.647272 10.540380 -1.120949 -0.01 0.07 0.00
H 0.843275 11.485097 -1.281319 0.02 -0.01 -0.01
H 1.407327 7.937447 0.586977 -0.03 -0.04 0.01
H 0.494726 7.473638 -0.850789 -0.02 -0.03 0.04
H -0.269397 8.496730 0.387251 0.00 0.03 -0.01
C 2.999284 0.479564 1.305701 0.05 -0.01 -0.04
O 3.111078 0.568503 0.093737 -0.05 -0.12 0.13
N 1.997108 -0.145796 1.939623 -0.03 0.01 0.06
C 1.924700 -0.211855 3.384036 -0.06 -0.06 -0.12
C 0.945271 -0.782874 1.155522 0.31 0.36 -0.14
H 3.739673 0.923243 1.995098 -0.01 -0.01 0.01
H 1.933675 -1.252062 3.714350 -0.01 0.02 0.06
H 1.005241 0.258970 3.737725 0.02 -0.01 0.06
H 2.775976 0.305329 3.823698 0.01 0.01 -0.02
H 1.377483 -1.546266 0.509896 -0.08 -0.04 -0.01
H 0.458124 -0.036075 0.525609 0.00 -0.05 -0.04
H 0.220010 -1.238109 1.810882 -0.02 -0.06 0.09
C -1.930077 -3.673604 1.998647 0.12 0.00 0.01
O -0.933949 -2.979950 1.850476 -0.22 -0.20 0.07
N -3.162080 -3.324915 1.608875 -0.07 -0.09 0.05
C -4.316263 -4.188833 1.803458 -0.05 0.35 -0.15
C -3.344721 -2.035643 0.967276 0.14 -0.06 0.03
H -1.888476 -4.666517 2.474290 -0.01 0.00 0.00
H -4.760805 -4.430333 0.838000 0.00 -0.11 0.11
H -5.053059 -3.680399 2.428376 -0.02 -0.12 0.07
H -4.019301 -5.110698 2.296324 0.06 0.04 0.05
H -2.740029 -1.976753 0.061333 -0.02 0.05 -0.01
H -3.030368 -1.233538 1.636530 -0.02 0.04 -0.03
H -4.393658 -1.905912 0.713219 -0.01 -0.03 0.01
C -6.492601 -5.052673 -1.314443 -0.01 -0.03 0.06
O -5.477070 -5.583083 -0.899724 -0.05 -0.02 -0.11
N -6.760748 -4.832949 -2.612700 -0.09 0.04 -0.05
C -7.986362 -4.196310 -3.051823 0.15 -0.07 -0.07
C -5.781700 -5.251607 -3.603342 0.02 -0.02 0.14
H -7.291600 -4.701567 -0.639276 0.00 0.01 -0.02
H -8.547751 -4.866711 -3.705216 -0.05 0.04 0.00
H -7.761088 -3.279104 -3.599115 -0.06 0.02 0.00
H -8.603868 -3.947968 -2.191136 0.01 -0.01 0.02
H -5.613126 -6.326259 -3.533411 0.03 0.00 -0.04
H -4.830967 -4.748073 -3.427834 0.02 -0.02 -0.04
H -6.145742 -5.004589 -4.597235 -0.03 0.02 0.01
C -4.948655 -7.028314 5.080508 0.01 0.05 0.12
O -5.478881 -5.961298 4.836321 0.02 -0.05 -0.12
N -4.908570 -8.080131 4.239189 0.06 -0.11 0.01
C -4.260775 -9.326225 4.594215 -0.09 0.08 -0.15
C -5.540107 -7.953058 2.935101 0.00 0.17 0.18
H -4.444164 -7.226564 6.041672 0.01 -0.02 -0.01
H -3.453986 -9.547569 3.892639 0.02 -0.05 0.04
H -4.980251 -10.147271 4.572118 0.05 -0.04 0.03
H -3.843032 -9.254196 5.596281 0.00 0.02 0.01
H -5.078767 -7.137071 2.380026 -0.09 -0.03 -0.11
H -6.599455 -7.728254 3.062200 -0.01 0.01 -0.11
H -5.427043 -8.879012 2.377643 0.03 -0.03 0.04

=====

# 3
83
Properties=species:S:1:pos:R:3:forces:R:3 method="wB97M-V/def2-TZVPD" homo_ev=-17.60 largest_force_ev_per_a=1.24 energy_ha=-2016.67085 e_lumo_ha=-0.34601 relative_energy_kj_mol=0.0 spin_multiplicity=1 total_charge=+3 orbital_gap_ev=8.18
Zr 0.069647 -0.348010 -0.787426 0.95 -0.04 -0.79
C -2.942986 3.120649 0.222421 0.02 0.01 0.02
C -2.548605 1.641502 0.178074 -0.02 0.02 0.08
C -3.092716 1.006134 1.489976 0.04 -0.02 -0.07
C -3.623361 -0.442853 1.541172 0.00 0.01 0.04
C -4.239302 -0.720454 2.906044 -0.02 0.01 0.03
C -4.594572 -0.787100 0.425046 -0.01 0.00 -0.05
N -2.349904 -1.314493 1.449663 -0.13 -0.13 0.16
C -2.373548 -2.745586 1.020522 0.15 -0.06 -0.04
C -0.940129 -3.255263 0.790825 -0.09 0.06 -0.03
N -0.128324 -2.543325 -0.248852 -0.21 -0.02 0.19
C -0.634391 -2.891359 -1.612212 0.01 0.09 0.04
C -1.923080 -2.090962 -1.843718 0.03 -0.17 0.05
O -2.851287 -2.486781 -2.462985 -0.09 0.11 0.00
O -1.844669 -0.893091 -1.214037 -0.03 0.00 -0.17
C 1.356657 -2.716554 -0.085611 0.08 -0.13 0.08
C 1.847600 -4.092801 -0.528588 0.00 -0.02 -0.06
C 1.904172 -2.428529 1.329490 0.02 0.06 0.02
C 1.614150 -1.139440 2.172929 0.01 0.05 0.04
C 2.952125 -0.632009 2.723988 0.00 0.02 -0.01
C 0.717080 -1.434122 3.372258 0.00 0.00 0.03
N 1.041355 -0.032614 1.293946 -0.03 0.04 -0.01
C 0.334833 1.101625 1.953758 -0.01 -0.04 0.04
C -0.135116 2.108326 0.902753 -0.09 -0.01 0.15
N -1.024031 1.496876 -0.152784 -0.23 0.13 0.04
C -0.829328 2.211613 -1.508765 -0.17 0.04 0.21
C 0.059051 1.618965 -2.629938 -0.10 0.28 -0.12
O 0.477896 2.397249 -3.431223 0.01 -0.15 -0.10
O 0.200121 0.291148 -2.688430 -0.17 0.21 0.25
H -4.028975 3.176300 0.149069 0.01 0.02 0.01
H -2.544033 3.717877 -0.592706 -0.01 -0.01 0.00
H -2.662041 3.591299 1.165974 -0.02 0.00 0.00
H -3.032730 1.163232 -0.670667 0.05 -0.03 -0.03
H -3.963867 1.610590 1.745458 -0.01 0.02 -0.02
H -2.411305 1.178394 2.327390 0.00 0.02 0.00
H -5.149235 -0.132520 3.021797 0.01 0.00 0.00
H -3.566936 -0.451521 3.726724 -0.01 0.00 -0.03
H -4.524542 -1.769105 3.008520 0.01 0.02 -0.01
H -5.418262 -0.073069 0.466569 0.00 -0.01 0.00
H -5.031683 -1.774922 0.575434 -0.01 0.02 0.01
H -4.159711 -0.745489 -0.572538 0.01 0.01 0.04
H -1.888229 -1.238157 2.356801 0.03 0.02 -0.03
H -1.800993 -0.830962 0.750656 -0.02 -0.01 -0.10
H -3.010222 -2.832528 0.145405 0.00 0.04 -0.01
H -2.823683 -3.342587 1.812311 0.01 0.00 0.03
H -1.012083 -4.309409 0.516353 -0.01 -0.02 -0.03
H -0.388925 -3.212516 1.723865 0.00 0.00 0.01
H -0.804588 -3.957875 -1.750608 0.03 -0.04 0.02
H 0.098184 -2.588059 -2.378423 0.03 0.01 0.02
H 1.815543 -1.986811 -0.798393 -0.01 -0.06 0.06
H 1.447930 -4.869062 0.126528 0.01 0.00 0.00
H 2.933940 -4.132921 -0.469345 0.00 -0.01 0.02
H 1.571785 -4.323747 -1.556508 0.01 0.01 0.02
H 2.984046 -2.479192 1.180069 0.01 0.01 0.00
H 1.680773 -3.291331 1.960585 0.02 -0.02 -0.02
H 3.418495 -1.398913 3.342724 0.00 0.00 -0.01
H 2.818347 0.252797 3.349111 -0.01 -0.02 0.00
H 3.642247 -0.391063 1.911999 0.00 -0.01 0.01
H 1.184411 -2.222393 3.962711 -0.03 0.00 0.00
H -0.282243 -1.790331 3.120266 0.03 0.00 0.01
H 0.624332 -0.570624 4.030760 -0.01 -0.01 -0.02
H 1.888028 0.416603 0.911925 -0.14 -0.05 0.15
H 0.988609 1.627074 2.653002 0.04 -0.03 0.02
H -0.496693 0.715543 2.535252 -0.04 -0.03 -0.01
H 0.729055 2.547779 0.406233 0.04 -0.02 -0.03
H -0.659139 2.917256 1.411695 -0.03 0.05 -0.08
H -0.488082 3.228825 -1.343781 0.03 0.02 0.05
H -1.808196 2.259255 -1.985610 -0.01 -0.01 0.01
S 2.720538 0.604125 -0.987459 -0.03 0.04 0.05
C 3.343865 1.752791 -2.164961 0.09 -0.02 -0.11
N 3.140476 1.609796 -3.449588 0.01 -0.19 -0.26
C 3.644394 2.544441 -4.473417 -0.01 0.08 0.07
C 3.877735 3.903657 -3.841337 0.00 0.00 0.04
C 4.721149 3.747929 -2.586845 -0.07 -0.01 -0.08
N 4.085779 2.747944 -1.707509 0.03 0.01 0.03
H 2.520239 0.878072 -3.759402 0.00 -0.03 0.10
H 2.897103 2.597065 -5.261305 -0.03 -0.02 0.01
H 4.564126 2.138814 -4.894681 0.01 -0.03 0.00
H 2.921562 4.367730 -3.592796 0.00 -0.01 -0.01
H 4.387455 4.551578 -4.551704 0.01 0.01 0.02
H 4.783762 4.680784 -2.032487 0.01 0.01 0.02
H 5.734156 3.425557 -2.830393 0.01 -0.04 0.03
H 4.288990 2.763262 -0.721017 -0.02 0.00 0.00